Record 1
ORCA calculation (wB97M-V/def2-TZVPD) on the molecule C4H13N2S.

CARTESIAN COORDINATES (ANGSTROEM)
S 2.59 -1.28 -2.57
N -1.98 1.25 1.48
N 0.25 -0.33 1.45
C 0.60 -0.11 -1.00
C -0.52 -0.16 0.08
C 1.44 -1.39 -1.17
C -1.46 1.09 0.14
H -1.68 1.99 2.09
H -2.95 1.04 1.60
H 0.21 0.24 -1.96
H 0.76 -2.20 -1.45
H -1.12 -1.06 0.13
H 2.87 0.01 -2.59
H 1.23 0.66 -0.56
H 1.27 -0.17 1.41
H -2.29 0.77 -0.50
H 2.04 -1.54 -0.28
H -0.06 -1.23 1.88
H -0.17 0.41 2.05
H -1.02 2.02 -0.22

Values from the calculation:
E (hartree): -667.7552
Spin multiplicity: 2
Kohn-Sham gap (alpha / beta) (eV): 4.13 / 9.84



Record 2
ORCA calculation (wB97M-V/def2-TZVPD) on a cluster of 2 separate species, C11H9Cl2NS in total.

CARTESIAN COORDINATES (ANGSTROEM)
Cl -0.32 3.15 1.08
Cl 1.27 4.18 -1.72
S -1.37 -0.07 1.15
N -0.29 -0.38 -2.30
C 0.11 -0.99 1.09
C -0.37 2.53 -0.44
C 2.29 -2.63 0.79
C 0.06 -2.26 1.57
C 2.33 -1.29 0.34
C -1.60 0.65 -0.41
C 1.19 -3.08 1.46
C -2.99 1.36 -0.50
C 0.24 2.77 -1.56
C -0.88 0.12 -1.45
C 1.30 -0.44 0.56
H 1.31 -4.12 1.84
H 1.46 0.53 0.22
H -3.14 1.53 -1.63
H 0.19 2.34 -2.47
H 3.30 -1.04 -0.04
H -3.63 0.59 -0.09
H -0.78 -2.54 2.01
H -2.90 2.19 0.02
H 3.21 -3.10 0.50

Values from the calculation:
E (hartree): -1797.7251
Spin multiplicity: 1
Kohn-Sham gap (alpha / beta) (eV): 8.10 / 8.10



Record 3
ORCA calculation (wB97M-V/def2-TZVPD) on a cluster of 7 separate species, C42H33BClF4NO31P in total.

CARTESIAN COORDINATES (ANGSTROEM)
Cl 2.48 -2.25 -0.74
P 5.83 -6.36 -1.61
F 9.70 -2.94 -1.85
F 4.95 -3.82 0.20
F 8.83 -1.25 -0.81
F 9.02 -1.24 -2.97
O 7.23 -4.15 -2.45
O -16.12 2.05 4.31
O 0.20 -0.24 -1.21
O 8.85 2.37 -1.95
O 7.78 -2.17 2.63
O 7.90 -2.76 7.27
O 14.29 2.72 -1.35
O -16.06 4.49 3.27
O -0.73 -2.11 -2.88
O -2.14 3.24 0.41
O 4.49 -6.74 -1.15
O -14.58 0.45 0.18
O 6.24 -2.45 -1.03
O -14.44 2.93 -0.84
O 7.18 -4.14 0.08
O 7.96 -4.95 1.86
O -5.17 -1.34 -1.57
O -4.25 0.56 0.02
O 10.09 4.73 -1.87
O -7.71 -0.45 0.75
O -10.13 3.20 -0.92
O 6.73 0.25 3.08
O 6.90 -6.87 -0.53
O -1.01 5.66 0.40
O 6.78 -0.40 7.73
O 13.07 0.38 -1.52
O -9.69 -2.14 0.26
O -6.44 5.00 -0.14
O 6.18 -7.06 -3.01
O -12.14 1.52 -1.34
O -5.31 7.41 -0.24
N 6.97 -4.52 1.39
C -1.56 -1.53 -2.21
C 7.57 -1.79 3.88
C -11.13 1.02 -0.87
C 2.84 -3.57 -1.89
C -8.70 0.04 0.25
C -15.35 1.14 2.30
C 10.80 3.74 -1.76
C -8.83 1.45 -0.07
C 12.34 1.35 -1.58
C 7.88 -2.57 4.92
C -11.01 -0.39 -0.57
C 5.99 -4.58 -1.93
C -4.55 6.48 -0.07
C 10.17 2.39 -1.81
C -2.90 4.18 0.28
C -9.96 1.92 -0.60
C 3.94 -3.20 -2.90
C -2.99 -1.82 -2.29
C -15.69 3.59 2.53
C -1.10 -0.46 -1.26
C 7.63 -2.11 6.27
C -2.33 5.57 0.25
C -4.34 4.02 0.14
C -5.12 5.09 -0.02
C -3.40 -0.04 -0.61
C -1.98 0.23 -0.51
C 6.97 -0.42 4.06
C -15.24 3.81 1.17
C -15.71 2.18 3.05
C 4.99 -4.29 -3.11
C -9.87 -0.86 -0.04
C 6.70 0.03 5.42
C 10.90 1.26 -1.73
C -3.11 6.64 0.09
C 5.94 -3.68 -0.65
C -14.91 1.36 0.92
C 12.25 3.83 -1.59
C 8.75 -2.01 -1.92
C -3.85 -1.13 -1.54
C 12.97 2.71 -1.51
C 7.01 -0.76 6.46
C -14.86 2.77 0.41
B 7.27 -2.70 -2.11
H -14.22 2.03 -1.17
H 0.61 -0.88 -1.83
H 7.10 -1.15 8.27
H -5.55 -0.70 -0.94
H 6.26 1.00 5.55
H -1.67 1.01 0.17
H 5.95 -8.00 -2.94
H 5.53 -4.12 -4.02
H 12.69 4.81 -1.55
H -15.36 0.13 2.66
H 10.45 0.28 -1.76
H 8.57 3.31 -1.99
H -3.30 -2.60 -2.97
H 1.92 -3.80 -2.40
H -7.97 2.09 0.13
H -2.71 7.65 0.06
H 14.56 1.78 -1.32
H -0.69 4.74 0.49
H 3.43 -3.09 -3.86
H -15.21 4.83 0.81
H 6.47 -7.60 -0.05
H 4.42 -5.21 -3.28
H 7.48 -1.44 2.06
H 3.13 -4.48 -1.37
H -8.79 -2.22 0.62
H 8.31 -3.55 4.80
H 4.38 -2.24 -2.71
H -4.73 3.01 0.18
H -11.85 -1.03 -0.78
H 6.75 -2.17 -3.09
H -6.76 5.92 -0.24
H -11.04 3.27 -1.28
H -16.33 2.95 4.63

Values from the calculation:
Charge: -1
E (hartree): -5233.4868
Spin multiplicity: 1
Kohn-Sham gap (eV): 4.88